85
Properties=species:S:1:pos:R:3:lowdin_charge:R:1 method="wB97M-V/def2-TZVPD" homo_energy_ev="-5.59 / -7.46" multiplicity=4 orbital_gap_ha="0.18067 / 0.25166"
H 0.284 -4.808 3.377 0.10
C -1.277 4.214 -1.206 -0.20
C 3.153 2.572 0.805 -0.29
H -0.709 3.123 1.994 0.08
H -3.412 4.439 -1.308 0.10
C 1.583 1.506 2.334 -0.14
C -0.161 -2.477 -2.331 -0.26
H 2.302 1.257 5.073 0.08
H 0.870 4.299 -1.348 0.11
C -1.229 6.213 -3.178 -0.09
S 2.047 -3.754 -1.737 0.56
H -3.209 2.215 -0.565 0.08
C -2.435 5.762 -2.667 -0.08
C 1.497 -7.638 -0.936 -0.07
H 1.240 3.717 4.929 0.12
C 2.317 1.502 1.125 -0.29
C 0.297 -2.794 2.638 -0.59
H -3.262 3.454 0.693 0.09
H -0.255 -4.461 -3.110 0.11
C -2.174 0.435 -3.389 0.02
H -2.972 -1.680 -4.894 0.11
O 2.245 0.479 0.250 -0.28
H -1.211 6.981 -3.940 0.10
H 2.864 4.451 3.442 0.11
H -2.039 -4.624 4.229 0.10
C -2.660 2.647 0.272 -0.04
C -1.688 -1.502 2.944 -0.02
H 4.474 3.478 -0.590 0.08
H -2.900 0.716 -4.142 0.13
H 4.554 1.700 -0.571 0.08
C -0.779 0.974 -1.495 -0.18
H -1.023 -6.444 0.991 0.11
C 1.119 2.710 4.522 -0.22
O 3.222 -3.419 -0.982 -0.41
C 2.688 3.596 2.796 -0.12
H -2.560 1.874 1.037 0.09
C 0.664 0.487 2.669 -0.10
H 0.058 -8.574 0.350 0.11
C -0.666 3.812 1.148 -0.02
C -1.693 1.349 -2.508 0.02
O 1.604 1.771 5.490 -0.06
N 0.273 -0.520 1.824 -0.21
H -3.283 -2.504 3.958 0.11
H 0.650 2.320 -0.703 0.11
H -0.218 1.382 0.474 0.09
N -0.281 -0.261 -1.450 0.03
H 0.045 2.533 4.398 0.11
C 3.891 2.565 -0.502 -0.03
H 2.794 -6.429 -2.156 0.12
C 0.288 -5.242 -0.200 -0.09
C -1.720 -0.897 -3.322 -0.15
H -1.231 4.711 1.401 0.10
H -2.066 -3.976 -4.690 0.11
N 0.910 -2.609 -1.416 -0.32
I 2.221 -2.834 1.825 1.27
C -1.264 3.151 -0.106 -0.47
H -0.186 -4.308 0.072 0.09
C -0.389 -1.594 2.455 -0.39
C -2.457 4.774 -1.689 -0.05
H -3.368 6.178 -3.027 0.10
Re 1.121 -1.094 -0.036 1.29
H 0.378 4.095 0.998 0.09
C -0.070 4.691 -1.720 -0.03
H -2.018 2.375 -2.551 0.10
C -0.274 -3.888 3.262 -0.14
H 1.964 -8.570 -1.225 0.11
C -1.574 -3.779 3.738 -0.09
H 0.268 0.448 3.676 0.12
C 1.968 -6.444 -1.456 -0.05
O 2.184 -3.945 -3.151 -0.27
C -2.272 -2.587 3.583 -0.07
H 3.199 2.488 -1.346 0.07
C -0.730 -1.188 -2.372 -0.14
C -0.667 -3.463 -3.141 -0.01
C 1.364 -5.252 -1.076 -0.30
N 3.333 3.611 1.622 0.10
C 0.425 -7.639 -0.051 -0.07
C -1.697 -3.180 -4.057 -0.05
H 0.907 6.024 -3.077 0.11
C -0.347 1.954 -0.444 -0.08
C 1.817 2.610 3.204 -0.19
H -2.227 -0.572 2.816 0.12
C -2.202 -1.918 -4.170 -0.03
C -0.180 -6.445 0.312 -0.07
C -0.044 5.674 -2.696 -0.07